Entry 1:
Computed, not measured: a 2-piece molecular cluster, C6H6O overall, with ωB97M-V/def2-TZVPD.

The calculation puts the energy at -8357.242 eV. For the HOMO-LUMO gap (spin up / spin down), the calculation gives 7.2011 / 7.1966 eV. The value obtained for the LUMO energy (spin up / spin down) is -1.034 / -1.034 eV. Its spin multiplicity is 1. As for the relative energy (zero: lowest compared OMol25 entry of this formula, charge and spin): 893.9 kJ/mol. As for the total charge: 0.

```
13
Properties=species:S:1:pos:R:3:mulliken_charge:R:1
C -0.0326 0.2543 -0.4101 0.0276
C 1.0109 1.0689 -0.6810 -0.5692
C 2.1168 0.5764 -0.0968 0.2063
C 2.4193 -0.1937 0.9618 -0.4517
C 1.1797 -0.7768 1.5473 -0.3586
C -0.1312 -0.7629 0.4021 -0.3442
H 0.8856 1.6984 -1.5487 0.4035
H 1.2875 -1.7161 1.1056 0.2469
H 0.8494 -0.8456 2.5281 0.4734
H -0.8379 -1.5416 0.6466 0.3857
O -3.2107 0.5500 -1.2146 -0.6713
H -2.4308 0.1054 -1.8648 0.3254
H -3.1059 1.5832 -1.3756 0.3261
```

***

Entry 2:
Computed, not measured: C42H40Cl5P4Sm as an isolated structure, with ωB97M-V/def2-TZVPD.

The calculation puts the energy at -161862.071 eV. For the HOMO-LUMO gap (spin up / spin down), the calculation gives 6.3072 / 7.2059 eV. The value obtained for the LUMO energy (spin up / spin down) is -6.589 / -5.691 eV. Its spin multiplicity is 6. As for the relative energy (zero: lowest compared OMol25 entry of this formula, charge and spin): 0.0 kJ/mol. As for the total charge: +2.

```
92
Properties=species:S:1:pos:R:3:lowdin_spin:R:1
Sm 0.8134 -0.0574 1.5846 5.1099
Cl 2.1511 -2.7191 3.3789 -0.0033
C 3.3478 -2.1099 2.2368 -0.0045
C 2.9540 -1.0524 1.4500 -0.0394
C 3.8930 -0.5231 0.5989 -0.0035
Cl 3.3688 0.8992 -0.3088 -0.0050
C 5.1942 -0.9971 0.4913 -0.0012
Cl 6.3248 -0.2716 -0.5652 -0.0011
C 5.5484 -2.0960 1.2891 0.0016
Cl 7.1245 -2.7396 1.1885 0.0006
C 4.6234 -2.6632 2.1810 -0.0015
Cl 5.0622 -3.9826 3.1756 -0.0012
C 3.9598 1.9732 3.1627 -0.0009
P 2.1748 2.2040 2.9244 -0.0094
C 1.6604 2.9700 4.5039 -0.0019
C 1.9950 3.4586 1.6053 -0.0004
C 3.0684 4.2934 1.3073 -0.0003
C 3.0075 5.1838 0.2464 -0.0001
C 1.8704 5.2444 -0.5407 -0.0001
C 0.7848 4.4331 -0.2486 -0.0002
C 0.8244 3.5422 0.8214 -0.0005
P -0.6262 2.5164 1.2334 -0.0088
C -1.4896 3.4123 2.5594 -0.0014
C -1.7800 2.6937 -0.1627 -0.0009
H 4.4395 1.7171 2.2202 0.0000
H 4.0984 1.1477 3.8624 0.0000
H 4.4307 2.8626 3.5848 -0.0003
H 1.8188 4.0482 4.4681 -0.0003
H 2.2796 2.5557 5.3006 0.0000
H 0.6234 2.7586 4.7488 -0.0001
H 3.9753 4.2444 1.8920 0.0000
H 3.8515 5.8232 0.0335 0.0000
H 1.8218 5.9277 -1.3752 0.0000
H -0.0994 4.4994 -0.8672 0.0000
H -1.7161 4.4277 2.2261 -0.0004
H -0.8796 3.4637 3.4567 0.0000
H -2.4207 2.8980 2.7987 0.0000
H -2.1065 3.7300 -0.2667 -0.0002
H -2.6588 2.0808 0.0413 0.0000
H -1.3362 2.3700 -1.1068 0.0000
C 0.3880 -0.3180 -1.1962 -0.0037
C -1.0505 -0.7801 -0.8469 0.0001
P -1.0882 -2.0101 0.5367 -0.0075
C -2.0970 -3.4065 0.0541 -0.0025
C -3.1603 -3.2769 -0.8384 -0.0005
C -3.9030 -4.3923 -1.1843 -0.0002
C -3.5877 -5.6272 -0.6373 0.0000
C -2.5302 -5.7568 0.2521 0.0000
C -1.7777 -4.6467 0.5994 -0.0002
C -1.9655 -1.0957 1.8644 -0.0024
C -1.3350 -1.0435 3.1131 -0.0028
C -1.9211 -0.3969 4.2001 -0.0008
C -3.1580 0.2048 4.0357 0.0001
C -3.8002 0.1600 2.8024 -0.0012
C -3.2121 -0.4771 1.7248 0.0006
P 0.8848 -0.4293 -3.0069 -0.0010
C 0.2135 -2.0669 -3.4431 -0.0002
C 0.2835 -3.1454 -2.5604 -0.0001
C -0.1036 -4.4169 -2.9543 0.0000
C -0.5505 -4.6328 -4.2470 -0.0001
C -0.6009 -3.5759 -5.1439 0.0000
C -0.2169 -2.3049 -4.7494 -0.0001
C -0.3653 0.7719 -3.5974 -0.0002
C -1.6921 0.4864 -3.9165 -0.0001
C -2.5696 1.5040 -4.2559 0.0000
C -2.1369 2.8223 -4.2765 -0.0002
C -0.8164 3.1189 -3.9696 0.0000
C 0.0638 2.0983 -3.6432 -0.0001
H 1.1496 -0.9430 -0.6863 -0.0012
H 0.5860 0.7457 -0.9792 -0.0003
H -1.4666 -1.3051 -1.7094 0.0002
H -1.7182 0.0633 -0.6629 0.0001
H -3.4003 -2.3163 -1.2732 0.0000
H -4.7269 -4.2986 -1.8765 0.0000
H -4.1695 -6.4975 -0.9086 0.0000
H -2.2830 -6.7233 0.6666 0.0000
H -0.9393 -4.7539 1.2759 -0.0001
H -0.4033 -1.6046 3.2646 -0.0006
H -1.4253 -0.3847 5.1606 0.0000
H -3.6387 0.6922 4.8714 0.0000
H -4.7754 0.6119 2.6915 -0.0001
H -3.7364 -0.5205 0.7774 0.0001
H 0.6623 -3.0102 -1.5512 -0.0001
H -0.0458 -5.2369 -2.2523 0.0000
H -0.8432 -5.6245 -4.5599 0.0000
H -0.9336 -3.7435 -6.1580 0.0000
H -0.2535 -1.4998 -5.4716 0.0000
H -2.0404 -0.5369 -3.9278 0.0000
H -3.5905 1.2657 -4.5215 0.0000
H -2.8184 3.6115 -4.5595 0.0000
H -0.4645 4.1401 -4.0150 0.0000
H 1.1027 2.3350 -3.4411 0.0000
```

***

Entry 3:
Computed, not measured: the molecule C8H14N6O3, with ωB97M-V/def2-TZVPD.

The calculation puts the energy at -23605.747 eV. For the HOMO-LUMO gap, the calculation gives 9.4255 eV. The value obtained for the LUMO energy is 0.658 eV. Its spin multiplicity is 1. As for the relative energy (zero: lowest compared OMol25 entry of this formula, charge and spin): 0.0 kJ/mol. As for the total charge: 0.

```
31
Properties=species:S:1:pos:R:3:mulliken_charge:R:1
H -1.5925 -3.5766 -0.6514 0.2505
N -1.7714 -4.0818 0.2184 -0.7737
C -1.3132 -3.5130 1.2862 0.0961
N -1.4863 -4.2882 2.4114 -0.4541
C -0.7119 -2.1440 1.3166 0.5414
N -0.5855 -1.4139 2.4807 -0.6380
C -0.0740 -0.3155 2.0831 0.4626
N 0.2161 0.5747 3.0591 -0.5020
N 0.1446 -0.2891 0.7478 0.8701
C 0.7804 0.8311 0.0477 -0.0051
O -0.1244 1.9395 -0.0490 -0.4153
C 0.0708 2.6356 -1.2826 0.1988
C -1.2280 2.5375 -2.0463 -1.3643
C 1.1943 1.9054 -2.0313 0.0259
O 2.4801 2.5198 -1.8177 -0.6029
C 1.1857 0.5216 -1.3850 -0.1993
O 2.4405 -0.1916 -1.4968 -0.6137
N -0.2424 -1.4914 0.2359 -0.8854
H -2.0835 -5.1150 2.2715 0.3019
H -1.5601 -3.7443 3.2489 0.2459
H -0.1252 0.2645 3.9670 0.2781
H 0.1552 1.5352 2.7746 0.2666
H 1.6695 1.1682 0.5786 0.2123
H 0.3294 3.7064 -1.1488 0.3180
H -2.0136 3.1035 -1.5461 0.3580
H -1.1077 2.9639 -3.0629 0.3881
H -1.4866 1.4542 -2.1372 0.2844
H 0.9886 1.9049 -3.1195 0.2506
H 3.1861 1.8250 -1.8542 0.3825
H 0.3925 -0.1192 -1.8520 0.3431
H 2.2728 -1.1075 -1.2466 0.3788
```

***

Please write out number 1 again, unchanged.
Computed, not measured: a 2-piece molecular cluster, C6H6O overall, with ωB97M-V/def2-TZVPD.

The calculation puts the energy at -8357.242 eV. For the HOMO-LUMO gap (spin up / spin down), the calculation gives 7.2011 / 7.1966 eV. The value obtained for the LUMO energy (spin up / spin down) is -1.034 / -1.034 eV. Its spin multiplicity is 1. As for the relative energy (zero: lowest compared OMol25 entry of this formula, charge and spin): 893.9 kJ/mol. As for the total charge: 0.

```
13
Properties=species:S:1:pos:R:3:mulliken_charge:R:1
C -0.0326 0.2543 -0.4101 0.0276
C 1.0109 1.0689 -0.6810 -0.5692
C 2.1168 0.5764 -0.0968 0.2063
C 2.4193 -0.1937 0.9618 -0.4517
C 1.1797 -0.7768 1.5473 -0.3586
C -0.1312 -0.7629 0.4021 -0.3442
H 0.8856 1.6984 -1.5487 0.4035
H 1.2875 -1.7161 1.1056 0.2469
H 0.8494 -0.8456 2.5281 0.4734
H -0.8379 -1.5416 0.6466 0.3857
O -3.2107 0.5500 -1.2146 -0.6713
H -2.4308 0.1054 -1.8648 0.3254
H -3.1059 1.5832 -1.3756 0.3261
```